No. 1
The following is a quantum chemistry calculation of a single C17H21ClN2O2 molecule, from OMol25.

Computed properties:
- highest occupied orbital energy (eV) = -9.00
- SMILES = CCCCCCN1N=C(C)[C@@H](C(=O)c2ccc(Cl)cc2)C1=O
- orbital gap (eV) = 9.06

Geometry as ORCA input:
```
! wB97M-V def2-TZVPD RIJCOSX def2/J DEFGRID3
* xyz 0 1
C -4.84 -0.45 -0.96
C -3.55 -1.23 -0.74
C -3.23 -1.37 0.75
C -1.97 -2.18 1.03
C -0.70 -1.46 0.57
C 0.57 -2.18 1.01
N 1.74 -1.45 0.59
N 2.24 -1.60 -0.67
C 3.18 -0.74 -0.86
C 3.95 -0.63 -2.11
C 3.41 0.12 0.36
C 3.28 1.62 0.12
O 4.25 2.33 0.04
C 1.89 2.13 0.06
C 1.61 3.32 0.75
C 0.32 3.82 0.79
C -0.69 3.14 0.12
Cl -2.31 3.75 0.17
C -0.42 1.99 -0.60
C 0.86 1.49 -0.62
C 2.33 -0.43 1.29
O 2.04 -0.09 2.41
H -5.06 -0.36 -2.02
H -5.68 -0.95 -0.48
H -4.76 0.55 -0.54
H -3.65 -2.23 -1.18
H -2.74 -0.72 -1.25
H -4.08 -1.86 1.24
H -3.13 -0.38 1.19
H -1.89 -2.35 2.10
H -2.03 -3.15 0.54
H -0.70 -1.37 -0.52
H -0.69 -0.45 0.99
H 0.61 -2.25 2.10
H 0.62 -3.18 0.57
H 3.57 -1.32 -2.85
H 5.00 -0.86 -1.92
H 3.91 0.39 -2.49
H 4.41 -0.05 0.77
H 2.41 3.82 1.27
H 0.10 4.72 1.34
H -1.21 1.49 -1.14
H 1.07 0.60 -1.20
*
```

=====

No. 2
The following is a quantum chemistry calculation of a single C17H21ClN2O2 molecule, from OMol25.

Computed properties:
- highest occupied orbital energy (eV) = -9.03
- SMILES = O=C(NCCC1=CCCCC1)C(=O)NCc1ccccc1Cl
- orbital gap (eV) = 9.82

Geometry as ORCA input:
```
! wB97M-V def2-TZVPD RIJCOSX def2/J DEFGRID3
* xyz 0 1
O -0.31 -1.97 -1.40
C -1.22 -1.16 -1.53
N -2.51 -1.37 -1.29
C -3.02 -2.52 -0.58
C -3.22 -2.20 0.91
C -1.94 -1.70 1.52
C -1.71 -0.41 1.68
C -0.43 0.16 2.21
C 0.70 -0.87 2.17
C 0.20 -2.19 2.73
C -0.90 -2.75 1.83
C -0.95 0.26 -2.03
O -1.83 1.10 -2.09
N 0.33 0.43 -2.38
C 0.89 1.68 -2.81
C 1.87 2.27 -1.83
C 2.01 1.76 -0.54
C 2.91 2.32 0.35
C 3.68 3.41 -0.03
C 3.55 3.93 -1.31
C 2.65 3.36 -2.19
Cl 2.50 4.04 -3.78
H -3.10 -0.55 -1.37
H -2.28 -3.32 -0.70
H -3.97 -2.83 -1.03
H -4.00 -1.44 1.01
H -3.56 -3.10 1.42
H -2.48 0.32 1.45
H -0.16 1.05 1.64
H -0.58 0.49 3.25
H 1.56 -0.51 2.73
H 1.00 -1.03 1.13
H 1.01 -2.91 2.81
H -0.20 -2.03 3.74
H -1.37 -3.62 2.29
H -0.45 -3.08 0.88
H 0.93 -0.38 -2.26
H 0.05 2.37 -2.95
H 1.39 1.55 -3.78
H 1.41 0.92 -0.24
H 3.00 1.91 1.34
H 4.38 3.85 0.66
H 4.15 4.78 -1.62
*
```

=====

No. 3
The following is a quantum chemistry calculation of a single C17H21ClN2O4 molecule, from OMol25.

Computed properties:
- highest occupied orbital energy (eV) = -9.25
- SMILES = CCCCCCC(=O)N(O)[C@H]1CC(=O)N(c2ccc(Cl)cc2)C1=O
- orbital gap (eV) = 9.70

Geometry as ORCA input:
```
! wB97M-V def2-TZVPD RIJCOSX def2/J DEFGRID3
* xyz 0 1
C -5.97 -0.13 3.27
C -6.48 0.78 2.16
C -7.08 0.02 0.98
C -6.13 -0.95 0.28
C -4.91 -0.26 -0.32
C -4.06 -1.25 -1.13
C -2.87 -0.54 -1.74
O -2.79 -0.20 -2.90
N -1.87 -0.24 -0.87
O -1.89 -0.66 0.46
C -0.64 0.37 -1.32
C -0.42 1.82 -0.88
C 1.06 1.90 -0.57
O 1.72 2.87 -0.39
N 1.53 0.58 -0.49
C 2.86 0.27 -0.09
C 3.08 -0.73 0.85
C 4.37 -1.03 1.24
C 5.44 -0.34 0.68
Cl 7.05 -0.72 1.16
C 5.22 0.66 -0.26
C 3.92 0.96 -0.64
C 0.58 -0.36 -0.78
O 0.67 -1.55 -0.61
H -5.11 -0.71 2.94
H -6.75 -0.82 3.59
H -5.67 0.46 4.13
H -5.66 1.41 1.81
H -7.25 1.44 2.57
H -7.95 -0.55 1.34
H -7.45 0.74 0.25
H -6.68 -1.45 -0.52
H -5.80 -1.72 0.98
H -5.23 0.55 -0.97
H -4.29 0.16 0.48
H -4.65 -1.66 -1.95
H -3.73 -2.06 -0.49
H -1.37 -1.48 0.53
H -0.67 0.29 -2.41
H -0.71 2.56 -1.63
H -0.98 2.03 0.03
H 2.25 -1.27 1.28
H 4.56 -1.81 1.96
H 6.05 1.20 -0.68
H 3.75 1.74 -1.37
*
```

=====

No. 4
The following is a quantum chemistry calculation of a single C17H21ClN4O2 molecule, from OMol25.

Computed properties:
- highest occupied orbital energy (eV) = -7.98
- SMILES = CCOc1ccccc1N1CCN(C(=O)c2c(Cl)cnn2C)CC1
- orbital gap (eV) = 8.66

Geometry as ORCA input:
```
! wB97M-V def2-TZVPD RIJCOSX def2/J DEFGRID3
* xyz 0 1
C -4.93 -2.10 -0.04
C -3.84 -2.04 -1.09
O -2.68 -1.37 -0.64
C -2.66 0.00 -0.54
C -3.68 0.83 -0.98
C -3.61 2.20 -0.80
C -2.51 2.76 -0.19
C -1.47 1.95 0.23
C -1.52 0.57 0.06
N -0.41 -0.18 0.48
C -0.19 -0.26 1.92
C 1.12 -1.02 2.17
N 2.01 -0.83 1.05
C 2.96 0.12 1.14
O 3.14 0.79 2.14
C 3.83 0.30 -0.05
C 4.60 -0.59 -0.79
Cl 4.69 -2.29 -0.60
C 5.32 0.20 -1.69
N 5.01 1.47 -1.52
N 4.14 1.53 -0.54
C 3.59 2.79 -0.11
C 1.54 -1.43 -0.18
C -0.01 -1.37 -0.21
H -5.78 -2.66 -0.42
H -4.56 -2.59 0.86
H -5.26 -1.10 0.24
H -4.21 -1.58 -2.02
H -3.49 -3.05 -1.33
H -4.56 0.42 -1.45
H -4.42 2.82 -1.15
H -2.45 3.83 -0.04
H -0.60 2.38 0.69
H -1.02 -0.77 2.43
H -0.11 0.76 2.31
H 1.61 -0.65 3.07
H 0.93 -2.10 2.28
H 6.03 -0.11 -2.44
H 3.56 2.81 0.98
H 2.58 2.92 -0.51
H 4.24 3.58 -0.49
H 1.95 -0.88 -1.02
H 1.88 -2.47 -0.24
H -0.43 -2.28 0.24
H -0.34 -1.33 -1.24
*
```

=====

No. 5
The following is a quantum chemistry calculation of C17H21CuN3O6 as an isolated structure, from OMol25.

Computed properties:
- highest occupied orbital energy (eV) = -3.62
- orbital gap (eV) = 6.09

Geometry as ORCA input:
```
! wB97M-V def2-TZVPD RIJCOSX def2/J DEFGRID3
* xyz -1 1
Cu 1.78 0.10 -0.35
O 4.86 0.48 -0.78
C 4.73 1.63 -1.59
C 3.48 2.47 -1.35
N 2.19 1.87 -1.73
C 2.15 1.35 -3.08
C 2.58 -0.15 -3.18
O 2.82 -0.58 -4.30
O 2.59 -0.80 -2.08
C 1.11 2.78 -1.37
C 0.71 2.70 0.13
O 0.00 3.62 0.56
O 1.11 1.68 0.76
H 4.27 -0.20 -1.16
H 5.59 2.26 -1.36
H 4.80 1.36 -2.65
H 3.41 2.69 -0.28
H 3.62 3.42 -1.89
H 1.13 1.38 -3.45
H 2.77 1.93 -3.79
H 1.34 3.83 -1.62
H 0.21 2.51 -1.93
C -3.51 0.17 1.75
N -2.81 -0.57 0.71
N -1.63 -1.18 1.15
C -0.60 -0.96 0.23
O 0.54 -1.40 0.36
C -1.19 -0.15 -0.80
C -2.47 0.10 -0.46
C -3.45 1.00 -1.12
C -1.70 -2.25 2.07
C -0.57 -2.57 2.83
C -0.63 -3.63 3.71
C -1.80 -4.37 3.86
C -2.92 -4.04 3.11
C -2.87 -2.99 2.21
H -3.64 -0.47 2.62
H -4.49 0.45 1.37
H -2.96 1.07 2.04
H -0.65 0.18 -1.67
H -3.14 1.18 -2.14
H -3.49 1.97 -0.60
H -4.45 0.57 -1.11
H 0.33 -1.99 2.70
H 0.24 -3.89 4.30
H -1.84 -5.20 4.55
H -3.83 -4.62 3.20
H -3.73 -2.74 1.61
*
```

=====

No. 6
The following is a quantum chemistry calculation of C17H21F5N5NaO6Te as an isolated structure at a distorted geometry, from OMol25.

Computed properties:
- highest occupied orbital energy (eV) = -2.85
- orbital gap (eV) = 6.62

Geometry as ORCA input:
```
! wB97M-V def2-TZVPD RIJCOSX def2/J DEFGRID3
* xyz -2 1
Na -0.95 -0.15 0.74
O -2.84 3.68 -0.31
C -2.21 2.66 0.03
O -1.92 1.65 -0.65
C -1.73 2.64 1.50
C -2.39 3.38 2.47
C -1.97 3.28 3.79
C -0.89 2.47 4.10
C -0.28 1.77 3.07
N -0.69 1.86 1.81
C 0.93 0.89 3.30
O 1.98 1.45 3.63
O 0.84 -0.38 3.06
H -3.22 4.00 2.16
H -2.49 3.82 4.57
H -0.54 2.33 5.12
C -3.62 -1.82 -3.88
N -2.90 -2.11 -2.66
C -2.92 -3.29 -1.94
C -2.10 -3.09 -0.87
N -1.58 -1.82 -0.92
C -2.08 -1.26 -1.99
H -4.32 -2.63 -4.07
H -2.94 -1.73 -4.73
H -4.18 -0.89 -3.78
H -3.53 -4.12 -2.25
H -1.88 -3.73 -0.03
H -1.93 -0.23 -2.27
F -0.73 -0.59 4.84
Te -0.85 -1.78 3.30
F 0.21 -2.15 1.68
F 0.44 -2.82 4.15
F -1.55 -3.42 2.51
F -2.09 -2.48 4.59
O -2.02 -0.72 2.41
C 1.40 2.49 -1.27
N 2.20 1.34 -1.67
C 3.55 1.58 -2.13
C 4.07 0.35 -2.84
C 4.00 -0.83 -1.90
N 2.68 -0.95 -1.32
C 2.41 -2.18 -0.59
C 1.85 0.13 -1.09
O 0.84 0.03 -0.44
H 1.47 3.24 -2.06
H 1.75 2.92 -0.32
H 0.36 2.19 -1.15
H 4.22 1.85 -1.30
H 3.52 2.45 -2.80
H 5.10 0.51 -3.17
H 3.46 0.16 -3.73
H 4.76 -0.72 -1.11
H 4.23 -1.76 -2.43
H 2.42 -3.03 -1.27
H 1.45 -2.11 -0.09
H 3.18 -2.34 0.18
*
```

=====

No. 7
The following is a quantum chemistry calculation of a 3-piece molecular cluster, C17H21N2O5P2 overall at a distorted geometry, from OMol25.

Computed properties:
- highest occupied orbital energy (eV) = -10.92
- orbital gap (eV) = 5.36

Geometry as ORCA input:
```
! wB97M-V def2-TZVPD RIJCOSX def2/J DEFGRID3
* xyz 1 1
N -2.64 -2.51 -0.26
P -3.66 -1.30 -0.27
O -4.60 -1.33 -1.63
O -4.62 -1.30 1.11
C -2.57 0.24 -0.26
C -2.67 1.10 0.94
C -1.79 2.30 0.99
C -0.89 2.53 -0.14
P 0.30 3.97 -0.18
O 1.70 3.48 -0.37
O 0.22 4.66 1.33
O -0.13 5.04 -1.36
N -0.88 1.68 -1.23
C -1.65 0.56 -1.36
H -2.85 -3.04 0.60
H -4.71 -2.27 -1.87
H -3.99 -1.30 1.86
H -3.38 0.83 1.75
H -1.80 2.99 1.86
H 0.73 4.05 1.91
H 0.71 5.17 -1.87
H -0.24 1.90 -2.01
H -1.62 -0.11 -2.25
C 6.55 3.81 -0.82
C 5.17 3.69 -0.81
C 4.38 4.76 -0.42
C 4.98 5.96 -0.04
C 6.36 6.08 -0.05
C 7.15 5.00 -0.44
H 7.17 2.97 -1.13
H 4.70 2.76 -1.11
H 3.30 4.67 -0.40
H 4.36 6.80 0.27
H 6.82 7.02 0.24
H 8.23 5.10 -0.45
C -3.13 -8.15 1.23
C -3.71 -6.96 0.80
C -2.92 -5.97 0.24
C -1.55 -6.17 0.08
C -0.98 -7.36 0.51
C -1.76 -8.35 1.08
H -3.75 -8.93 1.67
H -4.78 -6.81 0.91
H -3.37 -5.04 -0.09
H -0.94 -5.40 -0.36
H 0.09 -7.52 0.39
H -1.31 -9.28 1.42
*
```

=====

No. 8
The following is a quantum chemistry calculation of a single C17H21N3O4S molecule, from OMol25.

Computed properties:
- highest occupied orbital energy (eV) = -8.28
- SMILES = Cc1sc2ncn(CC(=O)N3CCC4(CC3)OCCO4)c(=O)c2c1C
- orbital gap (eV) = 8.70

Geometry as ORCA input:
```
! wB97M-V def2-TZVPD RIJCOSX def2/J DEFGRID3
* xyz 0 1
C 3.86 -3.98 0.48
C 2.47 -3.47 0.30
S 1.62 -3.76 -1.19
C 0.24 -2.92 -0.58
N -0.90 -2.76 -1.29
C -1.84 -2.12 -0.70
N -1.77 -1.60 0.55
C -2.91 -0.88 1.08
C -3.29 0.29 0.15
O -4.30 0.22 -0.52
N -2.46 1.35 0.12
C -1.20 1.50 0.81
C -0.04 1.37 -0.18
C -0.19 2.43 -1.29
C -1.57 2.31 -1.94
C -2.67 2.38 -0.88
O -0.02 3.73 -0.76
C 1.34 4.08 -0.89
C 1.91 3.06 -1.89
O 0.80 2.29 -2.28
C -0.62 -1.72 1.35
O -0.60 -1.21 2.46
C 0.44 -2.45 0.71
C 1.73 -2.77 1.21
C 2.23 -2.40 2.57
H 3.91 -4.67 1.32
H 4.19 -4.49 -0.41
H 4.54 -3.15 0.69
H -2.77 -1.97 -1.23
H -2.67 -0.55 2.09
H -3.78 -1.55 1.11
H -1.09 0.79 1.62
H -1.17 2.51 1.23
H 0.91 1.50 0.34
H -0.04 0.38 -0.66
H -1.61 1.37 -2.48
H -1.69 3.13 -2.65
H -3.65 2.21 -1.33
H -2.65 3.35 -0.39
H 1.84 4.02 0.09
H 1.39 5.11 -1.25
H 2.33 3.53 -2.78
H 2.68 2.43 -1.42
H 1.47 -1.84 3.10
H 3.14 -1.80 2.49
H 2.48 -3.30 3.14
*
```